The following is a DFT calculation (the ωB97M-V functional and the def2-TZVPD basis) of a 11-piece molecular cluster, C32H91N5O11 overall at a distorted geometry.

Values from the calculation:
- E: -2375.0677 a.u.
- SMILES string: COC[C@H](C)N.COC[C@H](C)N.COC[C@H](C)N.COC[C@H](C)N.COC[C@H](C)N.CCO.CCO.CCO.CCO.CCO.CCO
- HOMO energy: -0.3360 Ha
- Kohn-Sham gap: 9.60 eV
- Spin multiplicity: 1

XYZ file:
```
139
Properties=species:S:1:pos:R:3:forces:R:3
C -3.713 -1.562 1.295 -0.1 -0.4 -0.5
C -4.377 -1.590 2.649 -0.3 0.1 0.1
C -4.164 -0.249 3.344 -0.2 -0.4 0.1
O -2.792 -0.097 3.623 0.2 0.2 -0.1
C -2.452 1.195 4.065 0.5 0.7 0.3
N -5.812 -1.882 2.475 -0.2 0.7 -0.2
H -4.077 -0.687 0.750 0.2 0.0 -0.1
H -3.980 -2.435 0.692 0.0 -0.1 0.2
H -2.626 -1.542 1.356 0.0 0.2 0.1
H -3.943 -2.379 3.268 0.0 0.0 0.1
H -4.765 -0.228 4.265 0.1 0.1 0.0
H -4.517 0.554 2.681 0.0 0.0 0.1
H -2.749 1.384 5.106 -0.3 -0.1 -0.1
H -2.851 1.981 3.414 -0.2 -0.1 0.0
H -1.365 1.320 4.052 0.0 -0.3 -0.2
H -6.369 -1.375 3.162 0.2 -0.4 0.3
H -6.126 -1.434 1.614 0.2 -0.3 -0.1
C -2.040 -3.710 -3.116 -1.5 0.5 0.8
C -1.363 -4.996 -2.697 0.3 -0.1 -0.7
C -1.616 -5.287 -1.238 0.3 0.0 0.1
O -0.886 -6.447 -0.897 0.2 -0.3 -0.1
C -1.098 -6.826 0.436 -0.7 0.4 0.4
N -1.873 -6.127 -3.483 0.2 0.0 -0.1
H -1.665 -2.844 -2.567 0.3 0.0 -0.3
H -3.096 -3.760 -2.804 0.1 -0.2 0.0
H -2.136 -3.470 -4.174 0.7 -0.3 -0.1
H -0.273 -4.891 -2.826 0.0 0.0 0.1
H -2.688 -5.446 -1.064 0.0 0.1 0.0
H -1.237 -4.473 -0.604 -0.3 0.2 -0.1
H -0.332 -7.524 0.759 0.1 0.0 -0.1
H -2.093 -7.279 0.565 0.1 -0.1 -0.1
H -1.107 -5.943 1.094 0.3 -0.1 0.0
H -1.549 -6.040 -4.441 -0.2 0.1 0.0
H -1.425 -6.975 -3.146 -0.1 0.0 0.1
C -2.319 1.333 -7.252 0.5 0.0 0.2
C -1.734 2.738 -7.154 0.0 0.3 -0.9
C -1.188 3.061 -5.781 0.7 -0.2 0.1
O -2.207 3.602 -4.984 -0.2 -0.2 0.1
C -1.860 3.668 -3.626 0.3 0.4 0.3
N -0.671 2.891 -8.171 0.1 0.0 0.1
H -2.312 1.002 -8.291 -0.4 0.1 -0.1
H -3.311 1.319 -6.806 -0.1 -0.2 -0.1
H -1.667 0.619 -6.741 -0.1 0.1 0.1
H -2.530 3.459 -7.381 -0.1 0.0 0.3
H -0.328 3.750 -5.849 -0.2 0.2 0.0
H -0.770 2.151 -5.324 -0.2 0.0 0.0
H -1.033 4.376 -3.448 -0.1 0.0 -0.1
H -1.532 2.705 -3.215 -0.2 -0.1 -0.1
H -2.726 4.043 -3.085 0.0 -0.1 0.0
H -1.102 3.041 -9.076 0.0 -0.2 0.0
H -0.129 3.733 -8.008 0.0 0.0 0.2
C 2.563 3.612 4.096 -0.8 -0.2 -0.4
C 2.054 2.418 4.901 1.3 0.7 0.9
C 2.692 1.128 4.445 -0.9 -0.7 -0.2
O 2.250 0.857 3.120 0.0 0.3 0.0
C 2.582 -0.411 2.657 -0.2 -1.1 -0.9
N 2.429 2.565 6.338 -0.5 0.2 -0.2
H 2.105 3.598 3.101 0.3 0.0 -0.1
H 3.650 3.576 4.017 0.0 0.1 0.0
H 2.246 4.541 4.570 0.1 0.0 0.1
H 0.969 2.370 4.834 -0.1 -0.2 0.0
H 2.329 0.319 5.090 0.2 0.0 0.1
H 3.788 1.161 4.492 0.0 0.1 0.0
H 2.032 -0.592 1.725 0.2 0.4 -0.1
H 2.246 -1.266 3.256 0.2 0.4 0.6
H 3.646 -0.552 2.423 0.1 0.2 0.2
H 1.829 3.281 6.735 0.0 -0.1 0.1
H 3.359 2.969 6.405 0.1 -0.2 -0.1
C -2.045 1.303 0.075 0.0 0.2 0.2
C -0.651 0.988 0.586 0.2 0.3 0.2
C 0.309 0.568 -0.523 0.2 -0.3 0.4
O -0.079 -0.600 -1.209 -0.1 -0.1 -0.5
C 0.089 -1.788 -0.470 -0.3 0.1 0.1
N -0.103 2.134 1.320 0.3 0.2 0.0
H -2.732 1.421 0.918 0.0 -0.1 0.0
H -2.419 0.526 -0.590 0.0 0.0 0.0
H -2.045 2.264 -0.447 0.1 -0.1 -0.2
H -0.681 0.182 1.329 -0.3 -0.1 -0.1
H 1.294 0.396 -0.058 0.0 0.1 -0.1
H 0.422 1.358 -1.269 -0.1 0.0 0.0
H -0.085 -2.625 -1.141 0.3 0.0 -0.1
H -0.665 -1.877 0.323 0.2 0.0 0.1
H 1.097 -1.834 -0.042 0.0 -0.2 0.0
H 0.765 1.829 1.758 -0.2 0.0 0.4
H 0.245 2.867 0.697 -0.4 -0.2 -0.2
C 1.729 0.987 -4.019 -1.0 0.1 1.0
C 0.669 -0.097 -4.269 0.8 1.1 0.2
O 0.880 -0.419 -5.647 -0.5 -0.6 0.3
H 1.567 1.583 -3.110 0.0 -0.5 0.2
H 1.653 1.751 -4.790 0.5 -0.4 -0.5
H 2.667 0.446 -3.928 0.4 0.5 -0.4
H -0.342 0.264 -4.055 -0.1 0.0 -0.4
H 0.830 -0.921 -3.574 0.0 -0.2 -0.3
H 0.954 -1.375 -5.713 -0.1 0.0 -0.2
C 3.685 -3.474 1.013 -1.4 -0.9 -0.4
C 3.820 -4.081 2.404 0.1 0.9 -0.3
O 2.612 -3.859 3.139 0.1 -0.2 -0.1
H 3.245 -2.479 1.006 0.5 0.3 0.3
H 2.886 -4.051 0.518 0.3 -0.1 -0.1
H 4.558 -3.553 0.369 0.2 0.2 0.2
H 4.621 -3.567 2.940 0.1 -0.3 0.1
H 4.029 -5.146 2.310 0.2 0.0 0.2
H 2.178 -4.708 3.258 -0.1 0.1 0.1
C -0.719 -3.342 3.544 0.9 -0.1 -0.9
C -0.192 -2.069 4.189 -0.5 -0.6 0.3
O -1.023 -1.625 5.253 0.3 0.3 -0.1
H -0.077 -3.482 2.659 -0.3 -0.1 -0.1
H -1.747 -3.262 3.197 -0.1 0.0 0.2
H -0.560 -4.257 4.117 -0.3 0.2 0.4
H -0.099 -1.319 3.396 0.0 0.2 0.2
H 0.794 -2.278 4.606 0.1 0.1 -0.1
H -1.584 -0.935 4.881 -0.3 -0.3 0.0
C 3.904 3.335 0.354 0.0 0.5 0.6
C 2.900 3.994 -0.572 -0.3 -0.7 -0.1
O 1.648 4.161 0.101 0.2 0.5 -0.2
H 3.472 2.409 0.737 0.2 -0.2 -0.2
H 4.078 3.946 1.248 -0.1 0.1 -0.1
H 4.884 3.192 -0.103 -0.1 -0.3 -0.2
H 2.670 3.302 -1.387 0.1 0.1 -0.1
H 3.237 4.927 -1.025 0.1 0.1 0.1
H 1.695 4.970 0.620 -0.1 0.0 0.1
C 3.994 -0.490 -0.918 0.3 0.0 -0.6
C 5.204 -0.691 -1.827 0.1 -0.2 0.6
O 5.613 -2.057 -1.885 0.0 -0.1 -0.1
H 4.303 -0.569 0.123 -0.1 0.1 0.1
H 3.248 -1.261 -1.118 -0.1 0.1 -0.1
H 3.573 0.497 -1.122 -0.1 0.0 0.2
H 6.029 -0.092 -1.426 0.0 0.2 -0.3
H 5.008 -0.391 -2.854 -0.1 0.0 0.0
H 6.184 -2.248 -1.137 0.0 0.0 0.0
C -2.822 5.243 0.427 0.0 -0.1 -0.1
C -2.809 5.114 1.947 -0.3 0.0 -0.4
O -1.550 4.709 2.437 0.1 0.2 0.2
H -2.878 4.254 -0.033 0.1 0.1 -0.1
H -1.907 5.733 0.092 0.0 0.0 0.0
H -3.669 5.825 0.058 -0.1 0.0 0.1
H -3.589 4.406 2.256 0.0 0.1 0.1
H -3.053 6.082 2.384 0.2 0.0 0.2
H -1.309 3.856 2.048 0.1 -0.3 0.0
```
Forces are in eV/Å.

Atom charges from the Löwdin analysis, given in e for atoms 1 to 2: atom 1 (C): -0.063, atom 2 (C): -0.431